Entry 1:
68
Properties=species:S:1:pos:R:3:forces:R:3 method="wB97M-V/def2-TZVPD" homo_ev=-17.463 total_charge=+3 e_tot_ev=-127198.3648 lumo_energy_ev=-10.90 relative_energy_kj_mol=0.0
W 0.368 0.168 -0.172 0.17 0.60 -0.02
C 2.919 0.507 -2.077 -0.02 0.05 0.00
N 1.913 -0.532 -1.704 0.00 -0.17 0.03
C 2.573 -1.670 -1.005 0.00 0.08 -0.01
C 3.133 -1.096 0.257 -0.02 -0.08 0.08
N 2.101 -0.181 0.802 -0.12 0.04 -0.12
C 2.455 0.401 2.054 -0.01 0.13 0.01
C 1.448 0.889 2.881 -0.07 -0.03 0.07
F 0.181 0.820 2.386 0.07 -0.04 0.03
C 1.628 1.422 4.136 0.03 -0.01 0.00
F 0.585 1.839 4.828 0.01 0.01 0.02
C 2.919 1.500 4.643 -0.03 0.00 -0.02
F 3.139 2.003 5.827 0.00 0.00 0.00
C 3.971 1.047 3.856 0.02 -0.02 -0.02
F 5.201 1.128 4.302 -0.02 0.00 0.00
C 3.749 0.519 2.589 0.05 0.05 -0.02
F 4.832 0.151 1.913 -0.03 -0.01 -0.03
C 1.282 -1.041 -2.950 -0.04 0.03 0.04
C 0.178 -0.076 -3.254 0.02 -0.12 0.02
N -0.448 0.230 -1.946 0.07 0.08 -0.03
C -1.802 0.672 -2.159 -0.06 0.07 0.02
C -2.041 1.887 -2.791 0.04 -0.01 0.04
F -0.992 2.657 -3.118 0.01 0.02 -0.04
C -3.323 2.347 -3.032 0.00 0.02 -0.01
F -3.506 3.515 -3.600 0.00 0.01 -0.01
C -4.410 1.574 -2.639 -0.03 -0.03 0.01
F -5.630 1.997 -2.847 0.00 0.00 0.00
C -4.195 0.350 -2.015 0.02 0.00 0.00
F -5.210 -0.399 -1.624 0.00 0.01 -0.01
C -2.901 -0.084 -1.794 0.05 -0.05 -0.02
F -2.698 -1.282 -1.214 0.00 -0.03 0.02
H 3.739 0.034 -2.620 -0.01 -0.01 -0.01
H 3.328 0.997 -1.198 0.00 -0.01 0.00
H 2.457 1.240 -2.737 0.00 0.01 0.01
H 3.345 -2.100 -1.647 0.01 -0.01 0.01
H 1.809 -2.429 -0.821 -0.01 0.00 0.00
H 4.063 -0.571 0.063 0.01 0.00 0.02
H 3.344 -1.873 0.993 0.00 0.00 0.00
H 0.880 -2.030 -2.741 -0.01 0.00 0.01
H 2.024 -1.110 -3.745 0.00 0.00 0.00
H -0.566 -0.514 -3.919 0.00 -0.01 0.01
H 0.520 0.853 -3.713 -0.01 0.00 0.00
N 1.077 2.297 -0.176 0.05 -0.01 0.02
C -0.028 3.295 -0.210 0.01 -0.01 0.02
C -1.324 2.596 0.134 -0.04 0.07 0.09
O -2.392 3.082 0.231 0.02 0.00 -0.01
O -1.116 1.245 0.343 0.14 -0.19 -0.15
H 1.640 2.437 0.666 0.00 -0.01 -0.01
H 1.717 2.470 -0.950 -0.01 -0.01 -0.01
H -0.116 3.724 -1.207 0.00 0.00 0.01
H 0.144 4.106 0.496 0.00 0.00 0.00
C -2.449 -3.460 0.974 0.03 0.04 0.00
As -1.877 -1.790 1.683 0.06 0.01 0.20
C -1.089 -2.048 3.404 -0.03 0.00 -0.02
C -3.239 -0.457 1.783 -0.01 -0.06 0.00
O -0.501 -1.222 0.707 -0.38 -0.35 -0.13
H -3.224 -3.830 1.649 0.00 0.03 0.01
H -1.607 -4.149 0.981 0.01 0.01 -0.01
H -2.851 -3.337 -0.026 0.01 0.01 -0.04
H -1.689 -2.781 3.946 -0.02 0.02 0.00
H -1.085 -1.107 3.950 0.02 0.01 -0.01
H -0.078 -2.434 3.285 -0.01 -0.01 -0.02
H -4.004 -0.885 2.438 0.01 0.00 0.00
H -3.672 -0.247 0.811 0.03 -0.02 0.00
H -2.838 0.446 2.236 0.02 0.00 0.00
O -0.405 -3.570 -1.733 -0.20 -0.08 0.08
H -1.016 -3.671 -2.475 0.02 0.03 -0.03
H -0.339 -4.471 -1.391 0.17 -0.02 -0.06



Entry 2:
80
Properties=species:S:1:pos:R:3:forces:R:3 method="wB97M-V/def2-TZVPD" homo_ev=-4.682 total_charge=-1 e_tot_ev=-98128.5664 lumo_energy_ev=1.46
O 0.557 4.103 4.490 0.01 0.05 -0.07
O -0.406 4.214 3.415 0.30 -0.13 -0.07
C -1.396 3.166 3.586 -0.22 0.39 0.11
B -2.801 3.691 4.168 0.07 -0.35 0.46
I -3.505 5.530 2.930 -0.09 0.02 -0.16
H 0.705 5.044 4.650 -0.06 -0.08 0.15
H -1.452 2.696 2.603 -0.02 -0.10 -0.03
H -0.982 2.446 4.299 0.04 -0.13 -0.09
H -2.706 4.099 5.308 0.01 0.13 -0.13
H -3.666 2.840 4.087 0.03 0.11 -0.15
C 1.990 1.100 4.222 -0.24 0.12 0.04
C 1.138 -0.051 4.719 0.15 0.02 -0.08
O 1.902 -1.193 4.330 0.07 -0.01 0.21
C 3.202 -0.810 4.217 -0.22 -0.02 -0.07
O 4.110 -1.573 4.088 0.01 -0.01 -0.05
O 3.305 0.518 4.272 0.25 0.08 -0.07
F -0.066 -0.119 4.113 -0.08 -0.10 -0.17
H 1.749 1.353 3.188 -0.12 0.01 0.02
H 1.931 1.995 4.832 0.16 -0.01 0.00
H 0.988 -0.079 5.798 -0.08 0.01 -0.01
C 5.586 -3.165 1.624 -0.04 -0.10 -0.02
C 5.898 -4.637 1.821 0.08 0.09 0.02
O 7.051 -4.820 1.024 0.12 -0.04 0.15
C 7.681 -3.617 0.890 -0.11 -0.01 -0.03
O 8.773 -3.476 0.455 0.00 0.00 -0.04
O 6.882 -2.626 1.338 0.02 0.07 -0.03
F 4.911 -5.446 1.364 -0.03 0.03 -0.10
H 4.947 -3.043 0.747 -0.04 -0.02 0.03
H 5.153 -2.679 2.491 0.09 0.06 0.03
H 6.127 -4.919 2.850 -0.09 -0.06 0.00
C -1.204 2.531 -2.489 -0.05 0.02 0.09
C -2.349 2.922 -1.569 0.08 0.03 -0.01
O -1.858 2.543 -0.303 0.03 0.06 0.12
C -0.501 2.558 -0.335 -0.23 0.17 -0.16
O 0.202 2.534 0.614 0.26 -0.30 0.01
O -0.073 2.638 -1.623 0.12 -0.01 0.00
F -3.475 2.218 -1.846 0.03 -0.11 0.01
H -1.326 1.495 -2.797 -0.02 0.00 -0.06
H -1.071 3.167 -3.358 0.02 0.09 0.07
H -2.598 3.984 -1.545 -0.10 -0.03 -0.04
C -2.353 -2.274 -4.493 0.05 -0.06 0.01
C -2.169 -1.001 -3.693 -0.17 0.07 -0.17
O -2.490 0.002 -4.656 -0.09 0.10 0.15
C -3.337 -0.533 -5.562 0.07 -0.11 -0.08
O -3.985 0.078 -6.347 0.03 0.01 0.00
O -3.352 -1.883 -5.446 0.03 0.00 0.03
F -0.887 -0.819 -3.292 0.05 -0.02 -0.06
H -1.430 -2.519 -5.021 0.03 -0.01 0.04
H -2.698 -3.116 -3.904 -0.09 0.05 0.01
H -2.832 -0.894 -2.837 0.10 -0.01 0.08
C -6.380 -2.879 -6.329 0.03 -0.06 -0.09
C -6.329 -2.029 -7.585 -0.06 0.01 0.09
O -7.702 -1.874 -7.897 0.00 0.20 0.03
C -8.427 -2.016 -6.753 0.05 -0.07 -0.04
O -9.573 -1.743 -6.640 -0.02 -0.04 -0.01
O -7.640 -2.507 -5.767 -0.03 -0.02 0.06
F -5.713 -2.666 -8.613 -0.04 -0.10 -0.02
H -6.404 -3.938 -6.594 0.05 0.01 -0.05
H -5.572 -2.685 -5.634 -0.12 0.10 0.07
H -5.870 -1.050 -7.454 0.09 -0.03 -0.06
C -0.812 -2.123 1.396 -0.01 -0.09 0.06
C 0.012 -3.215 0.738 -0.03 0.08 -0.09
O -0.886 -3.732 -0.238 0.12 0.08 -0.11
C -1.786 -2.765 -0.535 -0.10 0.12 0.04
O -2.539 -2.796 -1.458 0.06 -0.21 0.01
O -1.702 -1.752 0.336 -0.04 0.05 0.04
F 0.356 -4.207 1.586 -0.09 -0.03 0.06
H -1.389 -2.534 2.225 0.05 0.00 0.04
H -0.250 -1.257 1.725 0.03 0.08 -0.05
H 0.911 -2.865 0.227 0.05 -0.05 0.07
C 4.354 3.905 1.861 0.09 0.05 -0.02
C 5.812 3.546 2.099 -0.11 -0.07 0.04
O 5.918 3.604 3.506 0.02 -0.17 0.01
C 4.678 3.392 4.039 -0.05 0.05 -0.12
O 4.460 3.166 5.178 0.05 0.08 0.13
O 3.742 3.459 3.068 -0.07 -0.03 0.06
F 6.666 4.444 1.547 -0.01 0.10 0.03
H 4.248 4.988 1.776 0.01 0.00 -0.05
H 3.897 3.412 1.010 -0.03 -0.07 0.05
H 6.100 2.548 1.763 0.06 0.05 -0.07



Entry 3:
51
Properties=species:S:1:pos:R:3:forces:R:3 method="wB97M-V/def2-TZVPD" homo_ev=-8.043 smiles="OCC1(Cc2ccccc2Cl)CCN(C/C=C/c2ccccc2)CC1" e_tot_ev=-39295.6710 lumo_energy_ev=0.72 relative_energy_kj_mol=24.9
O 0.129 4.056 1.975 -0.52 0.11 0.01
H -0.470 3.690 2.636 0.07 0.09 -0.01
C 1.356 3.378 2.057 0.40 -0.44 0.02
C 1.336 1.911 1.571 0.04 0.31 0.02
C 2.733 1.329 1.875 -0.12 -0.12 -0.11
C 3.068 0.189 0.924 0.27 0.00 0.14
N 3.243 0.692 -0.432 0.11 -0.06 0.06
C 3.184 -0.359 -1.438 0.11 0.15 -0.01
C 1.888 -1.123 -1.502 -0.04 0.09 -0.14
C 0.878 -0.809 -2.310 0.43 0.00 0.15
C -0.407 -1.494 -2.372 -0.42 -0.18 -0.07
C -1.512 -0.825 -2.902 0.17 -0.04 0.03
C -2.744 -1.444 -2.985 -0.13 -0.04 -0.06
C -2.897 -2.749 -2.550 -0.10 0.00 -0.02
C -1.808 -3.428 -2.028 -0.02 -0.09 0.05
C -0.576 -2.809 -1.938 0.04 0.07 -0.01
H 0.268 -3.356 -1.546 0.09 -0.05 0.02
H -1.919 -4.450 -1.693 0.00 -0.07 0.02
H -3.858 -3.238 -2.621 -0.07 -0.04 -0.02
H -3.587 -0.909 -3.398 -0.07 0.05 -0.03
H -1.398 0.195 -3.243 0.03 0.10 -0.03
H 0.978 0.039 -2.978 0.09 0.13 -0.07
H 1.787 -1.944 -0.806 -0.15 -0.14 0.09
H 4.000 -1.055 -1.211 -0.01 0.01 -0.13
H 3.392 0.107 -2.405 0.04 -0.10 0.01
C 2.431 1.867 -0.710 -0.17 0.21 0.08
C 1.105 1.872 0.048 0.25 0.01 -0.12
H 0.506 2.733 -0.250 -0.13 -0.02 -0.05
H 0.558 0.971 -0.231 0.00 0.09 -0.04
H 2.241 1.920 -1.783 0.06 0.04 0.00
H 3.017 2.755 -0.440 -0.11 0.07 -0.12
H 2.273 -0.566 0.990 -0.01 -0.03 0.03
H 4.009 -0.288 1.224 -0.13 -0.08 0.06
H 3.492 2.106 1.765 0.10 0.07 0.04
H 2.776 0.974 2.906 0.02 0.04 0.04
C 0.254 1.093 2.337 0.09 0.04 -0.10
C -0.961 0.691 1.543 -0.04 -0.14 0.21
C -1.885 1.635 1.102 -0.07 -0.06 0.00
C -3.016 1.273 0.394 -0.04 0.07 0.00
C -3.262 -0.059 0.114 0.03 -0.05 0.05
C -2.362 -1.019 0.533 -0.07 -0.03 -0.02
C -1.226 -0.641 1.228 -0.23 0.24 -0.09
Cl -0.137 -1.907 1.694 0.18 -0.30 0.08
H -2.532 -2.062 0.314 0.02 -0.08 -0.02
H -4.145 -0.354 -0.432 -0.08 -0.04 -0.06
H -3.706 2.035 0.065 -0.07 0.08 -0.03
H -1.703 2.679 1.299 0.04 0.10 0.00
H 0.717 0.184 2.719 -0.03 0.13 0.10
H -0.078 1.667 3.208 0.02 -0.06 0.08
H 1.738 3.407 3.089 0.04 -0.01 -0.08
H 2.040 3.951 1.426 0.08 -0.06 0.05



Entry 4:
65
Properties=species:S:1:pos:R:3:forces:R:3 method="wB97M-V/def2-TZVPD" homo_ev="-10.502 / -10.505" total_charge=+1 e_tot_ev=-103089.2773 lumo_energy_ev="-3.73 / -3.73" multiplicity=6 relative_energy_kj_mol=135.9 s2=9.34
Dy 0.137 -0.079 0.422 1.19 0.79 -1.01
C -2.408 -3.058 0.488 0.03 0.24 0.79
C -1.764 -3.404 -0.819 0.12 -0.54 -1.85
S -0.274 -2.406 -1.257 0.60 -1.16 0.21
C -0.322 -2.053 -3.048 0.76 -1.02 0.38
C -1.458 -1.140 -3.375 -1.08 0.51 -0.62
S -1.435 0.196 -2.081 -0.99 1.00 -0.93
C -3.151 0.429 -1.422 -0.40 0.98 -1.11
C -3.662 -0.723 -0.578 -1.15 0.14 0.30
S -2.564 -1.241 0.771 -0.09 -0.63 0.36
H -1.791 -3.474 1.322 -0.64 0.59 -0.45
H -3.421 -3.503 0.542 0.57 0.20 0.10
H -2.523 -3.449 -1.636 0.67 0.45 0.37
H -1.345 -4.410 -0.797 -0.30 -0.14 0.24
H -0.268 -3.023 -3.594 -0.45 0.73 0.23
H 0.651 -1.586 -3.243 -0.13 0.06 0.23
H -2.400 -1.690 -3.420 -0.15 0.07 0.60
H -1.411 -0.732 -4.412 0.40 0.15 0.89
H -3.844 0.590 -2.294 0.61 -0.40 0.68
H -3.219 1.442 -0.908 0.56 -1.40 -0.32
H -3.867 -1.601 -1.214 0.03 0.36 0.34
H -4.621 -0.394 -0.081 0.85 -0.50 -0.64
N -0.885 2.405 -0.169 0.26 -1.01 -1.09
C -1.833 2.847 0.720 -2.25 2.08 0.22
C -2.711 3.886 0.309 1.23 -1.55 -0.53
C -3.673 4.379 1.191 0.11 0.23 1.18
C -3.786 3.853 2.471 -1.85 0.53 -0.44
C -3.148 2.648 2.809 1.74 0.64 0.53
C -3.286 2.062 4.085 0.61 -0.85 0.01
C -2.393 1.064 4.466 -1.28 0.67 1.28
C -1.448 0.617 3.602 1.66 0.68 -3.58
N -1.267 1.156 2.346 0.20 -0.83 1.45
C -2.038 2.212 1.986 -0.95 -0.16 0.05
H -1.177 2.631 -1.142 0.82 -0.15 0.97
H 0.111 2.643 -0.039 -0.43 0.08 -0.19
H -2.591 4.242 -0.759 -0.21 -0.12 1.54
H -4.245 5.256 0.926 -0.09 0.01 -0.05
H -4.487 4.313 3.218 0.71 -0.53 -0.93
H -4.067 2.359 4.784 0.17 0.20 -0.25
H -2.380 0.652 5.472 -0.34 0.06 -0.19
H -0.727 -0.166 3.830 -0.39 0.10 0.20
O 1.373 1.491 -0.635 -0.17 -0.19 0.76
C 2.477 1.834 -1.247 0.48 0.17 -1.65
O 2.696 2.953 -1.713 -0.22 -1.64 0.87
C 3.464 0.675 -1.415 0.89 0.49 -1.03
C 4.557 0.768 -2.324 1.15 -1.83 2.39
C 5.684 -0.185 -2.182 -3.73 1.06 0.13
C 5.620 -1.260 -1.312 0.63 1.11 0.30
C 4.564 -1.284 -0.434 -1.34 0.05 1.12
C 3.330 -0.494 -0.596 1.61 -0.99 -0.55
O 2.237 -0.972 -0.126 -0.35 0.86 0.15
N 4.703 -2.155 0.778 -0.18 -0.78 -2.50
O 3.849 -2.086 1.667 0.95 -0.07 0.11
O 5.624 -2.955 0.720 -0.86 0.61 1.11
N 6.823 0.020 -2.959 2.75 -0.13 -2.58
O 6.750 0.899 -3.843 0.51 -1.32 1.42
O 7.838 -0.709 -2.774 -2.18 1.62 -0.25
H 4.659 1.550 -3.057 -0.14 0.26 0.17
H 6.461 -1.948 -1.278 -0.22 0.18 0.30
N 1.386 -0.835 2.341 -0.29 -0.72 0.92
N 0.973 -2.096 1.721 -1.22 0.18 0.25
H 2.367 -0.699 2.104 0.21 -0.28 0.03
H 1.315 -0.914 3.362 0.15 0.13 -0.49
H 0.484 -2.732 2.347 0.03 0.56 0.45
H 1.758 -2.618 1.382 0.86 0.12 -0.41